The following is a quantum chemistry calculation of a 2-piece molecular cluster, C5H10O overall at a distorted geometry, from the Open Molecules 2025 dataset.

Calculated values
* energy above the lowest of the compared OMol25 structures with the same formula, charge and spin: 2.100 eV
* lowest unoccupied orbital energy: 0.95 eV

```
16
Properties=species:S:1:pos:R:3:nbo_charge:R:1
C -1.79 0.31 0.55 -0.65
C -0.42 -0.13 0.19 0.12
C 0.63 -0.63 0.87 -0.32
C 1.34 -1.14 -0.37 -0.41
C 0.16 -0.49 -1.16 -0.44
H -2.39 -0.61 0.57 0.22
H -2.24 0.99 -0.18 0.22
H -1.84 0.78 1.54 0.23
H 0.79 -0.80 1.93 0.21
H 2.34 -0.78 -0.62 0.20
H 1.33 -2.23 -0.42 0.20
H -0.49 -1.20 -1.68 0.21
H 0.42 0.31 -1.86 0.20
O 0.49 2.11 0.43 -0.95
H 0.75 2.25 -0.49 0.46
H 0.92 1.26 0.70 0.49
```


The following is a quantum chemistry calculation of the molecule C5H10O at a distorted geometry, from the Open Molecules 2025 dataset.

Calculated values
* energy above the lowest of the compared OMol25 structures with the same formula, charge and spin: 1.295 eV
* lowest unoccupied orbital energy: 0.99 eV

```
16
Properties=species:S:1:pos:R:3:nbo_charge:R:1
C 2.60 0.69 -0.78 -0.41
C 1.48 0.01 -0.89 -0.15
C 0.12 0.48 -0.47 -0.45
C -0.98 -0.60 -0.34 -0.42
C -1.80 -0.40 0.90 -0.05
O -1.07 -0.90 2.04 -0.74
H 3.57 0.34 -1.11 0.20
H 2.52 1.69 -0.37 0.18
H 1.51 -1.01 -1.26 0.19
H 0.25 1.04 0.46 0.21
H -0.22 1.20 -1.22 0.22
H -0.58 -1.61 -0.37 0.22
H -1.64 -0.47 -1.19 0.20
H -2.03 0.66 1.08 0.16
H -2.75 -0.93 0.85 0.17
H -0.97 -0.20 2.69 0.47
```


The following is a quantum chemistry calculation of a 2-piece molecular cluster, C5H10O overall, from the Open Molecules 2025 dataset.

Calculated values
* energy above the lowest of the compared OMol25 structures with the same formula, charge and spin: 2.000 eV
* lowest unoccupied orbital energy: 0.92 eV

```
16
Properties=species:S:1:pos:R:3:nbo_charge:R:1
C 0.66 0.59 0.98 -0.48
C 0.38 0.44 -0.32 0.11
C -0.80 1.13 -0.96 -0.66
C 1.19 -0.53 -1.12 -0.67
H 0.13 1.29 1.62 0.20
H 1.50 0.05 1.43 0.21
H -1.09 0.66 -1.90 0.22
H -0.52 2.16 -1.16 0.23
H -1.67 1.15 -0.30 0.22
H 0.94 -1.55 -0.78 0.26
H 2.25 -0.36 -0.95 0.22
H 0.99 -0.48 -2.20 0.21
C -0.96 -1.12 1.40 0.28
O -0.88 -1.88 0.46 -0.58
H -1.64 -0.24 1.42 0.11
H -0.47 -1.32 2.37 0.11
```


The following is a quantum chemistry calculation of a 2-piece molecular cluster, C5H10O overall at a distorted geometry, from the Open Molecules 2025 dataset.

Calculated values
* energy above the lowest of the compared OMol25 structures with the same formula, charge and spin: 3.649 eV
* lowest unoccupied orbital energy: 1.03 eV

```
16
Properties=species:S:1:pos:R:3:nbo_charge:R:1
C 1.70 -0.01 -1.26 -0.43
C 0.45 -0.36 -0.98 -0.19
C -0.01 -0.76 0.38 -0.50
C -1.46 -0.94 0.84 -0.62
H 1.98 0.30 -2.25 0.21
H 2.44 0.09 -0.47 0.19
H -0.32 -0.48 -1.74 0.21
H 0.70 -0.63 1.21 0.23
H 0.37 -1.68 -0.16 0.30
H -1.60 -1.99 1.14 0.22
H -1.73 -0.33 1.71 0.21
H -2.18 -0.72 0.05 0.21
C -0.08 1.86 0.39 0.24
O 0.78 2.12 -0.42 -0.50
H 0.12 1.84 1.47 0.11
H -1.14 1.70 0.09 0.11
```


The following is a quantum chemistry calculation of a 2-piece molecular cluster, C5H10O overall, from the Open Molecules 2025 dataset.

Calculated values
* energy above the lowest of the compared OMol25 structures with the same formula, charge and spin: 1.724 eV
* lowest unoccupied orbital energy: 0.68 eV

```
16
Properties=species:S:1:pos:R:3:nbo_charge:R:1
C -0.22 -2.57 0.04 -0.41
C -0.24 -1.24 0.10 -0.16
C 0.74 -0.33 -0.57 -0.45
C 1.60 0.43 0.44 -0.60
H 0.53 -3.10 -0.54 0.19
H -0.95 -3.18 0.56 0.20
H -1.02 -0.75 0.69 0.19
H 1.38 -0.91 -1.25 0.20
H 0.18 0.39 -1.19 0.23
H 2.20 -0.26 1.04 0.21
H 0.98 1.01 1.13 0.19
H 2.29 1.12 -0.06 0.21
C -1.86 2.35 -0.09 0.28
O -2.00 1.60 -1.03 -0.49
H -0.90 2.46 0.44 0.11
H -2.70 2.97 0.28 0.11
```


The following is a quantum chemistry calculation of C5H10O as an isolated structure at a distorted geometry, from the Open Molecules 2025 dataset.

Calculated values
* energy above the lowest of the compared OMol25 structures with the same formula, charge and spin: 3.538 eV
* lowest unoccupied orbital energy (spin up / spin down): 0.34 / 0.34 eV

```
16
Properties=species:S:1:pos:R:3:nbo_charge:R:1
C 1.47 0.52 0.52 -0.57
C 0.89 0.25 -0.86 -0.45
C -0.62 -0.05 -0.49 0.20
C -0.82 -1.51 -0.10 -0.64
C -1.00 0.93 0.53 -0.16
O -1.62 0.49 -1.20 -0.54
H 0.49 0.71 1.16 0.20
H 2.03 1.46 0.64 0.22
H 1.96 -0.32 1.00 0.22
H 1.31 -0.64 -1.35 0.22
H 0.95 1.11 -1.53 0.22
H -0.74 -2.13 -1.00 0.22
H -0.05 -1.83 0.61 0.21
H -1.81 -1.66 0.34 0.22
H -0.76 1.97 0.38 0.22
H -1.69 0.72 1.36 0.22
```


The following is a quantum chemistry calculation of the molecule C5H10O at a distorted geometry, from the Open Molecules 2025 dataset.

Calculated values
* energy above the lowest of the compared OMol25 structures with the same formula, charge and spin: 1.191 eV
* lowest unoccupied orbital energy: 0.80 eV

```
16
Properties=species:S:1:pos:R:3:nbo_charge:R:1
C -0.56 1.39 0.38 -0.61
C 0.05 0.03 0.05 -0.18
C -0.69 -0.69 -1.20 -0.60
C 0.08 -0.96 1.17 -0.62
C 1.43 0.38 -0.39 0.46
O 2.55 -0.06 -0.15 -0.52
H 0.26 2.01 1.01 0.22
H -0.82 1.91 -0.57 0.22
H -1.51 1.07 0.94 0.23
H -1.78 -0.74 -1.08 0.22
H -0.50 -0.22 -2.15 0.21
H -0.26 -1.69 -1.30 0.22
H -0.93 -1.47 1.44 0.22
H 0.52 -0.43 2.00 0.22
H 0.87 -1.78 0.92 0.23
H 1.31 1.26 -1.06 0.09
```


The following is a quantum chemistry calculation of a 2-piece molecular cluster, C5H10O overall, from the Open Molecules 2025 dataset.

Calculated values
* energy above the lowest of the compared OMol25 structures with the same formula, charge and spin: 2.397 eV
* lowest unoccupied orbital energy: 1.02 eV

```
16
Properties=species:S:1:pos:R:3:nbo_charge:R:1
C 1.25 -0.68 1.03 -0.64
C 0.06 0.23 1.16 -0.30
C 0.00 1.43 0.60 0.27
C -0.55 2.70 0.22 -0.13
O 0.78 2.25 -0.15 -0.46
H 0.93 -1.72 0.94 0.22
H 1.92 -0.61 1.90 0.22
H 1.83 -0.43 0.14 0.22
H -0.81 -0.09 1.73 0.22
H -1.25 2.77 -0.61 0.19
H -0.58 3.52 0.93 0.19
C -0.72 -1.87 -1.58 -0.86
H -1.40 -2.07 -2.41 0.21
H -0.85 -2.64 -0.81 0.21
H 0.31 -1.91 -1.94 0.21
H -0.91 -0.88 -1.15 0.22
```


The following is a quantum chemistry calculation of the molecule C5H10O, from the Open Molecules 2025 dataset.

Calculated values
* energy above the lowest of the compared OMol25 structures with the same formula, charge and spin: 0.846 eV
* lowest unoccupied orbital energy: 1.01 eV

```
16
Properties=species:S:1:pos:R:3:nbo_charge:R:1
C 1.62 0.51 -0.46 -0.62
C 0.46 -0.29 0.11 0.25
O 0.93 -1.51 0.67 -0.72
C -0.76 -0.43 -0.84 -0.43
C -1.63 0.36 0.17 -0.40
C -0.43 0.43 1.14 -0.42
H 1.29 1.49 -0.82 0.21
H 2.10 -0.02 -1.29 0.21
H 2.38 0.67 0.32 0.22
H 0.85 -2.21 0.00 0.47
H -0.64 0.03 -1.82 0.21
H -1.08 -1.47 -0.98 0.20
H -2.50 -0.17 0.55 0.21
H -1.96 1.34 -0.20 0.20
H -0.54 -0.17 2.04 0.22
H -0.10 1.44 1.42 0.20
```


The following is a quantum chemistry calculation of the molecule C5H10O, from the Open Molecules 2025 dataset.

Calculated values
* energy above the lowest of the compared OMol25 structures with the same formula, charge and spin: 0.973 eV
* lowest unoccupied orbital energy: 1.01 eV

```
16
Properties=species:S:1:pos:R:3:nbo_charge:R:1
C 1.34 -0.36 -1.03 -0.63
C 0.09 -0.21 -0.19 0.26
C -0.62 -1.50 0.18 -0.63
C 0.22 0.84 0.94 -0.45
C -1.01 1.47 0.29 -0.06
O -0.88 0.64 -0.87 -0.54
H 1.20 -1.06 -1.87 0.21
H 2.19 -0.71 -0.42 0.21
H 1.60 0.62 -1.44 0.22
H -0.90 -2.03 -0.74 0.22
H -1.56 -1.27 0.70 0.21
H -0.03 -2.18 0.81 0.21
H 1.12 1.45 0.82 0.21
H 0.14 0.50 1.97 0.21
H -0.96 2.53 0.03 0.18
H -1.94 1.28 0.84 0.16
```


The following is a quantum chemistry calculation of a 2-piece molecular cluster, C5H10O overall at a distorted geometry, from the Open Molecules 2025 dataset.

Calculated values
* energy above the lowest of the compared OMol25 structures with the same formula, charge and spin: 5.816 eV
* lowest unoccupied orbital energy (spin up / spin down): -1.56 / -1.65 eV

```
16
Properties=species:S:1:pos:R:3:nbo_charge:R:1
O 1.32 0.68 -1.56 -0.28
C 0.21 -1.12 -0.56 -0.36
C -1.01 -0.21 -0.74 -0.41
C -0.55 1.14 -0.16 -0.35
C 0.16 0.70 1.12 -0.41
C 0.72 -0.72 0.83 -0.42
H 1.03 -0.90 -1.33 0.26
H -0.01 -2.18 -0.69 0.22
H -1.42 -0.15 -1.76 0.22
H -1.80 -0.61 -0.08 0.20
H -1.32 1.90 -0.04 0.22
H 0.21 1.61 -0.87 0.26
H 0.92 1.40 1.46 0.22
H -0.60 0.64 1.91 0.21
H 1.81 -0.74 0.90 0.22
H 0.33 -1.44 1.56 0.21
```


The following is a quantum chemistry calculation of the molecule C5H10O, from the Open Molecules 2025 dataset.

Calculated values
* energy above the lowest of the compared OMol25 structures with the same formula, charge and spin: 0.712 eV
* lowest unoccupied orbital energy: 1.07 eV

```
16
Properties=species:S:1:pos:R:3:nbo_charge:R:1
C 2.03 -0.09 -0.27 -0.62
C 0.80 -0.62 0.49 -0.39
C -0.52 -0.25 -0.23 -0.33
C -1.89 -0.27 0.54 -0.60
C -0.53 1.19 -0.68 0.45
O -0.02 2.09 -0.05 -0.54
H 1.98 0.99 -0.37 0.23
H 2.95 -0.32 0.27 0.21
H 2.11 -0.52 -1.28 0.20
H 0.88 -1.71 0.57 0.21
H 0.81 -0.23 1.51 0.21
H -0.63 -0.90 -1.11 0.21
H -1.81 -0.54 1.59 0.23
H -2.36 0.72 0.52 0.22
H -2.62 -0.94 0.06 0.22
H -1.16 1.40 -1.57 0.11
```


The following is a quantum chemistry calculation of the molecule C5H10O, from the Open Molecules 2025 dataset.

Calculated values
* energy above the lowest of the compared OMol25 structures with the same formula, charge and spin: 1.466 eV
* lowest unoccupied orbital energy: 1.19 eV

```
16
Properties=species:S:1:pos:R:3:nbo_charge:R:1
C 1.38 -2.55 -0.91 -0.38
C 1.36 -1.23 -0.75 -0.20
C 0.09 -0.43 -0.86 -0.10
O -0.42 -0.17 0.43 -0.54
C -0.26 1.14 0.95 -0.06
C -1.60 1.84 1.02 -0.63
H 2.30 -3.12 -0.79 0.20
H 0.48 -3.10 -1.17 0.19
H 2.27 -0.68 -0.49 0.19
H 0.27 0.51 -1.42 0.17
H -0.65 -1.01 -1.42 0.18
H 0.44 1.71 0.32 0.16
H 0.18 1.06 1.95 0.18
H -1.52 2.82 1.49 0.21
H -2.30 1.23 1.62 0.21
H -2.03 1.96 0.02 0.20
```


The following is a quantum chemistry calculation of the molecule C5H10O, from the Open Molecules 2025 dataset.

Calculated values
* energy above the lowest of the compared OMol25 structures with the same formula, charge and spin: 0.974 eV
* lowest unoccupied orbital energy: 1.01 eV

```
16
Properties=species:S:1:pos:R:3:nbo_charge:R:1
C -0.85 0.79 -1.21 -0.62
C -0.01 0.79 0.07 -0.24
C -0.63 0.03 1.27 -0.40
C 0.21 -1.21 0.91 -0.43
C 1.13 -0.27 0.09 0.11
O 1.68 -0.73 -1.12 -0.71
H -0.22 0.79 -2.11 0.19
H -1.52 -0.07 -1.27 0.21
H -1.46 1.70 -1.27 0.22
H 0.32 1.81 0.29 0.20
H -0.33 0.47 2.23 0.21
H -1.72 -0.10 1.28 0.21
H 0.66 -1.79 1.72 0.21
H -0.32 -1.89 0.24 0.21
H 1.96 0.09 0.71 0.17
H 1.12 -0.41 -1.84 0.47
```


The following is a quantum chemistry calculation of the molecule C5H10O at a distorted geometry, from the Open Molecules 2025 dataset.

Calculated values
* energy above the lowest of the compared OMol25 structures with the same formula, charge and spin: 1.778 eV
* lowest unoccupied orbital energy: 0.82 eV

```
16
Properties=species:S:1:pos:R:3:nbo_charge:R:1
C -1.51 -0.40 2.26 -0.60
C -1.00 0.18 0.94 -0.44
C 0.07 -0.44 0.11 -0.17
C 0.21 -0.08 -1.17 -0.21
C 1.55 -0.14 -1.88 -0.10
O 2.12 0.98 -2.57 -0.71
H -2.40 -1.02 2.17 0.21
H -1.77 0.43 2.92 0.21
H -0.74 -0.96 2.79 0.20
H -0.60 1.17 1.23 0.21
H -1.93 0.25 0.35 0.21
H 1.02 -0.69 0.61 0.19
H -0.56 0.32 -1.83 0.19
H 1.56 -0.99 -2.56 0.18
H 2.28 -0.37 -1.10 0.15
H 1.70 1.77 -2.26 0.46
```